# 1
C31H54ClNO3P2SSi2Sn as an isolated structure. Source: OMol25; level of theory: ωB97M-V with the def2-TZVPD basis set.

```
96
Properties=species:S:1:pos:R:3:lowdin_charge:R:1
Sn 0.201 -0.640 -1.132 1.25
C -0.100 0.801 2.204 -0.17
C -0.448 -0.543 2.492 -0.37
C 0.756 -1.302 2.498 -0.19
Si -2.139 -1.153 2.943 0.48
C 1.825 -0.436 2.208 -0.19
C 1.303 0.873 2.002 -0.37
Si 2.303 2.414 1.703 0.48
H -0.809 1.616 2.039 0.09
H 0.819 -2.378 2.653 0.08
H 2.871 -0.717 2.113 0.08
Cl 2.175 -4.051 -4.460 0.41
C 1.293 3.892 2.199 -0.17
C 3.878 2.328 2.697 -0.18
C -3.141 0.259 3.603 -0.17
C -1.999 -2.475 4.241 -0.18
H 3.642 2.082 3.742 0.04
H 4.361 3.317 2.666 0.03
H 4.580 1.577 2.312 0.02
H 0.436 4.052 1.535 0.01
H 1.924 4.790 2.171 0.03
H 0.914 3.768 3.222 0.04
H -1.367 -2.091 5.052 0.04
H -1.569 -3.412 3.868 0.02
H -3.009 -2.664 4.635 0.03
H -2.538 0.836 4.315 0.04
H -4.012 -0.149 4.133 0.03
H -3.489 0.929 2.808 0.01
C 2.758 2.526 -0.132 -0.41
C -2.939 -1.944 1.404 -0.41
P 2.605 0.918 -0.976 0.91
H 3.770 2.945 -0.253 0.04
H 2.029 3.198 -0.609 0.03
P -1.743 -2.381 0.107 0.91
H -3.604 -1.191 0.948 0.01
H -3.533 -2.832 1.691 0.04
C -2.772 -2.930 -1.431 -0.53
C -1.180 -4.064 0.785 -0.54
C 4.322 0.217 -0.622 -0.54
C 2.791 1.370 -2.832 -0.52
C 1.536 0.955 -3.613 -0.17
H 3.630 0.751 -3.191 0.09
C 3.143 2.837 -3.107 -0.11
H 2.308 3.470 -2.781 0.07
H 3.252 2.969 -4.198 0.08
H 4.069 3.169 -2.607 0.07
H 1.367 -0.143 -3.569 0.01
H 1.648 1.246 -4.670 0.09
H 0.668 1.512 -3.221 0.05
H 4.342 0.207 0.477 0.08
C 5.519 1.049 -1.101 -0.11
C 4.422 -1.219 -1.137 -0.13
H 5.582 2.043 -0.643 0.07
H 5.517 1.181 -2.189 0.07
H 6.447 0.518 -0.839 0.08
H 3.620 -1.853 -0.739 0.05
H 5.392 -1.650 -0.844 0.09
H 4.355 -1.249 -2.233 0.07
H -0.810 -3.760 1.776 0.07
C -0.017 -4.623 -0.038 -0.13
C -2.293 -5.106 0.957 -0.10
H -3.077 -4.799 1.665 0.07
H -1.811 -6.013 1.350 0.08
H -2.756 -5.356 -0.009 0.07
H 0.835 -3.926 -0.096 0.06
H -0.351 -4.853 -1.061 0.07
H 0.307 -5.562 0.439 0.09
C -2.423 -2.093 -2.677 -0.15
C -4.285 -2.942 -1.173 -0.11
H -2.408 -3.964 -1.584 0.08
H -4.639 -1.905 -1.019 0.08
H -4.565 -3.585 -0.314 0.08
H -4.740 -3.332 -2.102 0.08
H -2.791 -1.058 -2.537 0.05
H -2.979 -2.543 -3.524 0.09
H -1.325 -2.095 -2.892 0.02
C 1.702 -3.128 -2.899 -0.49
H 1.130 -2.192 -3.191 -0.05
H 1.029 -3.797 -2.311 0.00
H 2.652 -2.859 -2.357 0.02
O 0.153 2.503 -1.261 -0.07
C -1.036 2.390 -0.900 -0.51
N -1.605 1.146 -0.863 -0.15
S -3.253 1.310 -0.659 0.67
O -3.948 0.911 -1.870 -0.30
O -3.670 0.739 0.609 -0.33
C -3.199 3.049 -0.407 -0.23
C -4.268 3.813 0.051 -0.02
C -4.018 5.160 0.376 -0.05
C -2.730 5.712 0.175 -0.05
C -1.671 4.901 -0.255 0.00
C -1.916 3.534 -0.519 -0.12
H -5.246 3.325 0.177 0.13
H -4.825 5.825 0.657 0.10
H -2.497 6.776 0.360 0.12
H -0.639 5.248 -0.413 0.12
```

- Relative energy (zero: lowest compared OMol25 entry of this formula, charge and spin): 1.2278 eV
- Kohn-Sham gap: 5.82 eV

***

# 2
C31H55ClO3P2PtSi2 as an isolated structure. Source: OMol25; level of theory: ωB97M-V with the def2-TZVPD basis set.

```
95
Properties=species:S:1:pos:R:3:lowdin_charge:R:1
Pt -0.588 -0.098 -0.757 0.75
C -2.335 -0.100 1.900 -0.10
C -2.385 1.071 1.118 -0.27
C -2.631 0.657 -0.273 -0.27
Si -1.753 2.737 1.662 0.52
C -2.661 -0.808 -0.287 -0.26
C -2.402 -1.257 1.091 -0.26
Si -1.767 -2.939 1.603 0.52
H -2.246 -0.112 2.990 0.11
H -3.043 1.290 -1.059 0.09
H -3.080 -1.403 -1.086 0.09
Cl 0.913 -0.043 -4.134 0.59
C -1.280 -2.968 3.410 -0.16
C -3.073 -4.212 1.206 -0.17
C -1.249 2.760 3.465 -0.15
C -3.090 3.994 1.319 -0.17
H -4.020 -3.870 1.650 0.04
H -2.803 -5.176 1.659 0.04
H -3.225 -4.352 0.127 0.02
H -0.382 -2.361 3.596 0.03
H -1.068 -4.002 3.720 0.04
H -2.103 -2.585 4.028 0.04
H -4.028 3.594 1.736 0.04
H -3.238 4.185 0.247 0.02
H -2.855 4.939 1.829 0.04
H -2.019 2.271 4.078 0.04
H -1.150 3.804 3.798 0.04
H -0.288 2.251 3.629 0.03
C -0.168 -3.170 0.628 -0.38
C -0.158 2.967 0.659 -0.38
P -0.048 -2.334 -0.988 0.88
H 0.033 -4.247 0.523 0.05
H 0.666 -2.777 1.249 0.03
P -0.039 2.175 -0.985 0.89
H 0.674 2.558 1.264 0.04
H 0.032 4.050 0.588 0.05
C 1.555 2.854 -1.681 -0.52
C -1.287 3.174 -1.998 -0.53
C -1.293 -3.286 -2.041 -0.53
C 1.590 -2.872 -1.672 -0.52
C 2.652 -1.792 -1.549 -0.13
H 1.387 -3.044 -2.742 0.09
C 2.119 -4.147 -1.022 -0.11
H 2.363 -3.956 0.029 0.08
H 3.044 -4.442 -1.531 0.09
H 1.431 -4.994 -1.081 0.05
H 2.396 -0.928 -2.162 -0.01
H 3.622 -2.181 -1.889 0.09
H 2.749 -1.473 -0.501 0.06
H -2.262 -3.076 -1.561 0.07
C -1.056 -4.797 -2.021 -0.11
C -1.358 -2.793 -3.487 -0.13
H -1.092 -5.240 -1.021 0.06
H -0.106 -5.068 -2.494 0.07
H -1.852 -5.279 -2.602 0.08
H -1.591 -1.727 -3.569 0.05
H -2.154 -3.348 -4.003 0.08
H -0.422 -2.987 -4.026 0.07
H -2.251 2.952 -1.512 0.07
C -1.354 2.698 -3.451 -0.13
C -1.075 4.693 -1.963 -0.11
H -1.133 5.124 -0.958 0.07
H -1.880 5.157 -2.547 0.08
H -0.129 4.994 -2.429 0.07
H -1.586 1.632 -3.542 0.05
H -0.422 2.897 -3.997 0.07
H -2.154 3.257 -3.956 0.08
C 2.661 1.810 -1.732 -0.13
C 2.086 4.099 -0.961 -0.11
H 1.288 3.122 -2.717 0.09
H 2.330 3.871 0.084 0.08
H 1.399 4.950 -0.992 0.06
H 3.013 4.418 -1.457 0.09
H 2.804 1.334 -0.751 0.06
H 3.607 2.285 -2.032 0.09
H 2.421 1.041 -2.471 -0.02
C 0.685 -0.056 -5.870 -0.48
H -0.389 -0.063 -6.077 0.04
H 1.160 0.837 -6.271 0.03
H 1.168 -0.951 -6.257 0.03
O 2.541 2.122 2.633 0.05
C 2.534 1.296 3.679 -0.28
C 2.641 1.795 4.991 -0.04
C 2.503 0.921 6.056 -0.15
C 2.267 -0.443 5.848 -0.07
C 2.199 -0.949 4.550 -0.05
C 2.368 -0.106 3.455 -0.07
C 2.335 -0.638 2.045 -0.55
O 2.205 -1.874 1.864 -0.05
O 2.460 0.247 1.109 -0.09
H 2.547 1.430 1.810 0.04
H 2.815 2.856 5.133 0.11
H 2.579 1.300 7.070 0.08
H 2.156 -1.127 6.691 0.11
H 2.028 -2.015 4.347 0.11
```

- 2S+1: 5
- Kohn-Sham gap (spin up / spin down): 3.79 / 6.56 eV

***

# 3
C31H56BrN4OP3Sr as an isolated structure. Source: OMol25; level of theory: ωB97M-V with the def2-TZVPD basis set.

```
97
Properties=species:S:1:pos:R:3:lowdin_charge:R:1
C 7.470 -1.209 -4.187 0.00
C 6.252 -0.628 -4.576 -0.25
C 6.156 -0.118 -5.881 0.00
C 7.273 -0.210 -6.731 -0.11
N 8.423 -0.764 -6.348 0.07
C 8.529 -1.253 -5.113 -0.11
C 5.155 -0.559 -3.681 0.11
C 4.168 -0.497 -2.876 0.06
C 3.080 -0.429 -1.988 -0.21
C 2.743 -1.538 -1.200 0.05
C 1.657 -1.486 -0.304 -0.07
C 1.026 -0.310 -0.332 -0.21
C 1.233 0.836 -1.001 -0.06
C 2.326 0.750 -1.885 0.05
Sr -0.631 -0.048 1.281 1.04
P -1.985 -1.768 -0.365 0.87
H 5.235 0.345 -6.239 0.12
H 7.602 -1.621 -3.186 0.12
H 7.217 0.181 -7.748 0.12
H 9.482 -1.700 -4.828 0.12
H 2.579 1.618 -2.495 0.15
H 3.322 -2.458 -1.270 0.15
H 0.660 1.744 -0.928 0.12
H 1.404 -2.343 0.296 0.12
C -3.686 -1.540 0.266 -0.48
C -4.782 -2.138 -0.593 -0.12
H -3.854 -0.447 0.394 0.04
H -3.694 -1.940 1.302 0.03
H -5.716 -2.191 -0.019 0.10
H -4.981 -1.521 -1.476 0.08
H -4.542 -3.152 -0.927 0.06
C -1.874 -1.341 -2.095 -0.39
C -1.433 -2.468 -3.026 -0.11
H -1.185 -0.479 -2.206 0.07
H -2.868 -0.958 -2.352 0.07
H -1.378 -2.091 -4.057 0.09
H -0.437 -2.852 -2.769 0.07
H -2.134 -3.312 -3.025 0.08
C -1.351 -3.413 -0.015 -0.39
C -2.340 -4.548 -0.275 -0.12
H -1.027 -3.443 1.046 0.09
H -0.438 -3.528 -0.621 0.07
H -1.840 -5.516 -0.127 0.09
H -3.182 -4.513 0.424 0.08
H -2.738 -4.541 -1.297 0.07
Br -2.750 -0.042 2.765 0.24
P -2.723 3.722 -3.302 0.98
C -3.306 1.946 -3.405 -0.45
C -4.786 1.787 -3.786 -0.17
H -3.088 1.447 -2.447 0.04
H -2.678 1.465 -4.169 0.07
H -4.982 0.774 -4.164 0.07
H -5.450 1.954 -2.930 0.07
H -5.068 2.499 -4.571 0.07
C -2.544 3.953 -1.457 -0.45
C -2.666 5.414 -0.984 -0.16
H -1.547 3.567 -1.210 0.04
H -3.281 3.320 -0.944 0.07
H -2.965 5.452 0.070 0.07
H -1.710 5.940 -1.079 0.07
H -3.415 5.966 -1.561 0.07
C -0.913 3.475 -3.712 -0.46
C -0.557 3.826 -5.165 -0.17
H -0.634 2.435 -3.481 0.05
H -0.354 4.123 -3.021 0.07
H 0.516 4.031 -5.259 0.07
H -0.795 3.005 -5.848 0.07
H -1.103 4.714 -5.501 0.07
C 2.012 -2.267 4.742 -0.10
N 1.717 -0.994 5.490 -0.28
C 1.577 -1.293 6.945 -0.11
P 0.468 0.009 4.783 0.66
O 0.704 0.104 3.303 -0.50
N -1.148 -0.593 5.159 -0.37
C -1.713 -0.197 6.468 -0.11
C -1.379 -2.066 4.927 -0.15
N 0.613 1.605 5.457 -0.28
C 2.039 2.059 5.554 -0.10
C -0.150 2.622 4.653 -0.11
H 2.900 -2.777 5.140 0.10
H 2.185 -2.034 3.690 0.06
H 1.157 -2.965 4.830 0.07
H 2.487 -1.749 7.360 0.10
H 1.383 -0.363 7.483 0.08
H 0.744 -2.000 7.110 0.07
H -2.754 -0.527 6.586 0.10
H -1.110 -0.647 7.275 0.08
H -1.688 0.888 6.555 0.07
H -0.979 -2.350 3.947 0.05
H -0.886 -2.643 5.728 0.08
H -2.447 -2.314 4.941 0.08
H 2.506 2.024 4.552 0.09
H 2.114 3.080 5.949 0.10
H 2.575 1.394 6.230 0.07
H 0.278 2.687 3.636 0.07
H -1.195 2.313 4.586 0.06
H -0.106 3.617 5.117 0.10
```

- Relative energy (zero: lowest compared OMol25 entry of this formula, charge and spin): 6.2340 eV
- Charge: +2
- Kohn-Sham gap (spin up / spin down): 2.71 / 2.63 eV

***

# 4
C31H56Cl2P2PdSi2 as an isolated structure. Source: OMol25; level of theory: ωB97M-V with the def2-TZVPD basis set.

```
94
Properties=species:S:1:pos:R:3:lowdin_charge:R:1
Pd 0.371 0.086 0.315 0.58
C 2.366 -0.174 -2.145 -0.12
C 1.581 -1.317 -1.843 -0.26
C 0.205 -0.862 -1.750 -0.23
Si 2.162 -3.014 -1.289 0.53
C 0.207 0.582 -1.873 -0.24
C 1.595 1.005 -2.069 -0.25
Si 2.176 2.768 -1.805 0.52
H 3.431 -0.214 -2.395 0.11
H -0.698 -1.472 -1.784 0.07
H -0.692 1.169 -2.062 0.07
Cl -2.848 0.350 2.490 0.63
C 4.010 2.849 -1.616 -0.16
C 1.611 3.811 -3.265 -0.17
C 4.011 -3.073 -1.161 -0.17
C 1.546 -4.313 -2.507 -0.17
H 2.182 3.500 -4.155 0.04
H 1.814 4.877 -3.084 0.04
H 0.542 3.693 -3.492 0.02
H 4.344 2.517 -0.631 0.03
H 4.360 3.877 -1.755 0.04
H 4.497 2.225 -2.371 0.04
H 2.090 -4.172 -3.456 0.04
H 0.468 -4.238 -2.714 0.02
H 1.762 -5.329 -2.138 0.04
H 4.472 -2.747 -2.098 0.04
H 4.363 -4.091 -0.961 0.04
H 4.389 -2.433 -0.361 0.04
C 1.340 3.355 -0.189 -0.40
C 1.358 -3.289 0.419 -0.39
P -0.211 2.502 0.278 1.00
H 1.154 4.440 -0.227 0.04
H 2.038 3.190 0.648 -0.05
P -0.212 -2.394 0.754 1.02
H 2.089 -2.929 1.154 0.02
H 1.214 -4.364 0.607 0.04
C -0.760 -2.939 2.451 -0.54
C -1.342 -3.473 -0.349 -0.53
C -1.378 3.372 -0.956 -0.52
C -0.699 3.222 1.910 -0.54
C -0.429 2.256 3.057 -0.16
H -1.790 3.333 1.794 0.09
C -0.082 4.566 2.263 -0.12
H 0.996 4.472 2.436 0.06
H -0.543 4.894 3.202 0.09
H -0.265 5.343 1.518 0.05
H -0.964 1.316 2.874 -0.06
H -0.823 2.679 3.994 0.09
H 0.638 2.024 3.168 0.05
H -0.944 3.128 -1.939 0.07
C -1.433 4.898 -0.820 -0.11
C -2.806 2.840 -0.909 -0.13
H -0.475 5.401 -0.986 0.07
H -1.843 5.202 0.151 0.08
H -2.123 5.266 -1.592 0.08
H -2.866 1.797 -1.242 0.06
H -3.440 3.405 -1.606 0.09
H -3.235 2.966 0.098 0.08
H -0.897 -3.367 -1.350 0.06
C -2.786 -2.982 -0.410 -0.13
C -1.355 -4.961 0.017 -0.11
H -0.379 -5.452 -0.047 0.07
H -2.012 -5.465 -0.705 0.08
H -1.776 -5.125 1.016 0.08
H -2.871 -2.014 -0.914 0.06
H -3.231 -2.939 0.596 0.08
H -3.388 -3.679 -1.012 0.09
C -0.675 -1.818 3.471 -0.16
C -0.071 -4.148 3.049 -0.11
H -1.827 -3.159 2.286 0.10
H 0.989 -3.932 3.214 0.08
H -0.178 -5.052 2.447 0.06
H -0.532 -4.325 4.029 0.09
H 0.329 -1.380 3.555 0.05
H -1.046 -2.151 4.455 0.09
H -1.343 -1.027 3.124 -0.06
C -3.554 0.099 0.846 -0.40
H -4.595 0.058 0.906 0.02
H -3.152 -0.815 0.405 -0.02
H -3.182 0.960 0.294 -0.03
Cl 3.322 2.769 2.505 0.73
C 2.959 1.315 3.350 -0.67
C 3.213 1.223 4.721 -0.19
C 3.123 -0.028 5.351 -0.12
C 2.846 -1.176 4.607 -0.15
C 2.591 -1.065 3.238 -0.16
C 2.602 0.173 2.580 -0.33
C 2.398 0.222 1.114 -0.13
H 3.519 2.123 5.276 0.08
H 3.333 -0.076 6.431 0.10
H 2.862 -2.171 5.057 0.09
H 2.440 -1.954 2.628 0.06
H 2.916 -0.600 0.585 0.05
H 2.675 1.169 0.620 0.00
```

- Relative energy (zero: lowest compared OMol25 entry of this formula, charge and spin): 0.9651 eV
- 2S+1: 5
- Kohn-Sham gap (spin up / spin down): 3.09 / 5.32 eV

***

# 5
C31H57ClO3P2SSi2W as an isolated structure. Source: OMol25; level of theory: ωB97M-V with the def2-TZVPD basis set.

```
98
Properties=species:S:1:pos:R:3:lowdin_charge:R:1
W -0.620 -0.207 -1.132 1.35
C 1.435 -0.275 -2.353 -0.19
C 0.693 -1.469 -2.541 -0.36
C -0.556 -1.062 -3.163 -0.22
Si 1.547 -3.148 -2.175 0.55
C -0.559 0.353 -3.280 -0.21
C 0.694 0.866 -2.747 -0.34
Si 1.539 2.605 -2.675 0.56
H 2.481 -0.249 -2.045 0.12
H -1.286 -1.758 -3.559 0.12
H -1.287 0.969 -3.797 0.12
Cl -5.496 0.030 1.024 -0.70
C 3.412 2.511 -2.583 -0.16
C 1.047 3.660 -4.138 -0.17
C 3.419 -3.029 -2.086 -0.15
C 1.062 -4.444 -3.432 -0.17
H 1.709 3.419 -4.976 0.04
H 1.170 4.724 -3.913 0.04
H 0.019 3.491 -4.461 0.02
H 3.731 1.979 -1.682 0.04
H 3.849 3.516 -2.568 0.05
H 3.810 1.984 -3.456 0.04
H 1.704 -4.330 -4.311 0.04
H 0.024 -4.357 -3.755 0.02
H 1.219 -5.450 -3.031 0.04
H 3.822 -2.663 -3.037 0.04
H 3.857 -4.016 -1.893 0.05
H 3.734 -2.348 -1.289 0.03
C 0.871 3.292 -1.046 -0.40
C 0.875 -3.521 -0.452 -0.39
P -0.732 2.479 -0.679 1.01
H 0.814 4.388 -1.067 0.05
H 1.574 3.001 -0.260 0.03
P -0.736 -2.679 -0.217 1.00
H 1.576 -3.078 0.263 0.03
H 0.830 -4.600 -0.275 0.05
C -1.256 -3.175 1.522 -0.49
C -1.843 -3.809 -1.280 -0.51
C -1.845 3.415 -1.916 -0.51
C -1.231 3.270 0.952 -0.49
C -1.052 2.278 2.107 -0.10
H -2.312 3.467 0.831 0.11
C -0.543 4.601 1.321 -0.10
H 0.524 4.453 1.544 0.08
H -1.015 5.000 2.233 0.09
H -0.637 5.369 0.546 0.06
H -1.514 1.305 1.903 0.05
H -1.514 2.678 3.023 0.10
H 0.014 2.116 2.307 0.04
H -1.408 3.142 -2.892 0.06
C -1.825 4.958 -1.825 -0.10
C -3.287 2.890 -1.850 -0.11
H -0.818 5.397 -1.837 0.06
H -2.361 5.317 -0.933 0.08
H -2.356 5.352 -2.707 0.09
H -3.373 1.847 -2.179 0.06
H -3.921 3.496 -2.513 0.09
H -3.698 2.951 -0.830 0.08
H -1.408 -3.712 -2.291 0.06
C -3.287 -3.283 -1.304 -0.11
C -1.824 -5.315 -0.925 -0.10
H -0.818 -5.753 -0.868 0.06
H -2.359 -5.853 -1.724 0.09
H -2.357 -5.517 0.016 0.08
H -3.378 -2.307 -1.796 0.06
H -3.702 -3.182 -0.290 0.08
H -3.917 -3.991 -1.865 0.09
C -1.108 -2.013 2.513 -0.11
C -0.551 -4.417 2.107 -0.10
H -2.330 -3.409 1.414 0.11
H 0.515 -4.221 2.293 0.08
H -0.638 -5.310 1.477 0.06
H -1.013 -4.659 3.076 0.09
H -0.046 -1.828 2.710 0.04
H -1.600 -2.253 3.469 0.10
H -1.556 -1.088 2.135 0.05
C -2.580 -0.090 -0.326 -0.40
H -3.192 -0.160 -1.234 0.00
H -2.840 -0.913 0.348 -0.05
H -2.818 0.845 0.194 -0.05
C 1.983 1.218 7.114 -0.06
C 2.071 0.978 5.646 -0.28
C 2.056 -0.334 5.185 -0.04
C 2.151 -0.626 3.830 -0.07
C 2.301 0.415 2.907 -0.26
C 2.264 1.763 3.340 -0.06
C 2.179 2.019 4.714 -0.03
S 2.366 -0.065 1.185 0.51
O 3.719 -0.320 0.686 -0.32
O 1.547 -1.298 1.231 -0.42
O 1.654 1.167 0.743 -0.42
H 1.061 0.804 7.533 0.09
H 2.801 0.735 7.657 0.08
H 2.009 2.279 7.347 0.07
H 1.992 -1.172 5.871 0.12
H 2.129 -1.660 3.470 0.11
H 2.331 2.580 2.601 0.11
H 2.220 3.046 5.072 0.11
```

- Relative energy (zero: lowest compared OMol25 entry of this formula, charge and spin): 0.3330 eV
- 2S+1: 3
- Kohn-Sham gap (spin up / spin down): 4.80 / 4.23 eV

***

Per-record E_tot, eV: -104178.302, -89282.993, -139789.719, -95909.351, -98731.070
Per-record molar mass, g mol⁻¹: 793.1, 824.4, 761.3, 724.2, 847.3